ORCA calculation (ωB97M-V/def2-TZVPD) on 3 unconnected molecules or ions with the total composition C3H5NO2S in a non-equilibrium geometry.

Geometry (Å):
C1 0.197 0.227 0.640
C2 -1.016 -0.028 1.023
C3 0.612 3.000 0.263
N1 1.221 3.672 0.911
O1 0.903 -4.007 -1.202
O2 -0.678 -3.036 -2.802
S1 0.538 -2.940 -2.031
H1 0.504 0.117 -0.396
H2 0.685 0.821 1.389
H3 -1.780 -0.385 0.424
H4 -1.264 0.199 2.096
H5 0.077 2.359 -0.316

The value obtained for the energy relative to the best compared isomer or geometry (same formula, charge and spin) is 2.959 eV. The electronic energy is -19609.5523 eV. The value obtained for the frontier orbital gap is 9.779 eV. The calculation puts the LUMO energy at -1.2021 eV. Its maximum force is 4.3 eV Å⁻¹.

Atom charges from the Löwdin analysis, given in e for atoms 1 to 6: -0.13 -0.07 -0.10 0.09 -0.41 -0.43

ORCA calculation (ωB97M-V/def2-TZVPD) on a molecular structure, C42H35F3MoN5OS2Te.

Geometry (Å):
Mo1 -0.022 2.348 0.840
F1 -2.100 3.684 -4.018
C1 -2.920 4.283 -3.134
F2 -3.889 3.404 -2.837
F3 -3.504 5.310 -3.777
C2 -2.179 4.750 -1.915
C3 -2.125 6.088 -1.582
C4 -1.417 6.487 -0.453
C5 -0.777 5.529 0.302
N1 -0.818 4.232 -0.019
C6 -1.513 3.827 -1.097
S1 -1.398 2.118 -1.254
H1 -2.634 6.816 -2.198
H2 -1.363 7.525 -0.163
H3 -0.212 5.785 1.188
C7 2.679 -0.129 -3.644
C8 3.727 -0.228 -2.736
C9 3.827 0.677 -1.692
C10 2.853 1.658 -1.539
C11 1.816 1.776 -2.454
C12 1.732 0.878 -3.506
N2 3.038 2.577 -0.474
N3 2.034 2.891 0.183
C13 2.218 3.814 1.257
C14 3.327 4.590 1.554
C15 3.237 5.366 2.700
C16 2.089 5.338 3.496
C17 0.994 4.547 3.161
C18 1.061 3.775 2.011
H4 2.612 -0.826 -4.470
H5 4.473 -1.004 -2.848
H6 4.640 0.627 -0.980
H7 1.089 2.568 -2.348
H8 0.926 0.972 -4.222
H9 4.209 4.584 0.929
H10 4.068 5.997 2.988
H11 2.057 5.945 4.392
H12 0.113 4.533 3.792
S2 -3.461 3.035 4.088
C19 -2.358 2.725 2.969
N4 -1.549 2.496 2.144
C20 -2.916 -6.141 -3.899
C21 -2.599 -4.982 -2.995
C22 -1.651 -4.034 -3.350
C23 -1.361 -2.946 -2.531
C24 -0.320 -1.949 -2.967
C25 -2.044 -2.824 -1.320
Te1 -1.635 -1.141 -0.063
N5 0.206 0.385 0.428
C26 1.095 0.155 1.391
O1 1.224 1.097 2.234
C27 1.969 -1.039 1.446
C28 2.533 -1.445 2.650
C29 3.380 -2.541 2.675
C30 3.682 -3.216 1.498
C31 3.131 -2.801 0.293
C32 2.269 -1.716 0.269
C33 -0.962 -2.344 1.530
C34 -0.307 -3.536 1.233
C35 0.157 -4.346 2.254
C36 -0.045 -3.964 3.573
C37 -0.700 -2.779 3.860
C38 -1.168 -1.937 2.851
C39 -1.831 -0.641 3.218
C40 -3.019 -3.756 -0.939
C41 -3.789 -3.638 0.349
C42 -3.273 -4.824 -1.789
H13 -2.175 -6.239 -4.691
H14 -3.893 -6.008 -4.367
H15 -2.946 -7.077 -3.341
H16 -1.123 -4.137 -4.292
H17 0.565 -1.996 -2.328
H18 -0.689 -0.921 -2.925
H19 -0.002 -2.146 -3.990
H20 2.298 -0.897 3.553
H21 3.813 -2.868 3.612
H22 4.352 -4.066 1.521
H23 3.376 -3.319 -0.626
H24 1.842 -1.359 -0.660
H25 -0.156 -3.831 0.202
H26 0.677 -5.266 2.019
H27 0.310 -4.592 4.380
H28 -0.858 -2.488 4.891
H29 -2.196 -0.669 4.244
H30 -2.677 -0.406 2.570
H31 -1.126 0.190 3.142
H32 -3.147 -3.820 1.213
H33 -4.604 -4.360 0.374
H34 -4.221 -2.641 0.467
H35 -4.026 -5.551 -1.503

As for the spin multiplicity: 2. The value obtained for the energy relative to the best compared isomer or geometry (same formula, charge and spin) is 1.011 eV. The electronic energy is -92591.8414 eV. The value obtained for the frontier orbital gap (alpha / beta) is 6.389 / 5.280 eV. The calculation puts the LUMO energy (alpha / beta) at -0.5846 / -1.6887 eV. Its maximum force is 0.2 eV Å⁻¹.

Atom charges from the Löwdin analysis, given in e for atoms 1 to 6: 1.42 0.13 -0.60 0.14 0.13 -0.12

What did the first record say?
ORCA calculation (ωB97M-V/def2-TZVPD) on 3 unconnected molecules or ions with the total composition C3H5NO2S in a non-equilibrium geometry.

Geometry (Å):
C1 0.197 0.227 0.640
C2 -1.016 -0.028 1.023
C3 0.612 3.000 0.263
N1 1.221 3.672 0.911
O1 0.903 -4.007 -1.202
O2 -0.678 -3.036 -2.802
S1 0.538 -2.940 -2.031
H1 0.504 0.117 -0.396
H2 0.685 0.821 1.389
H3 -1.780 -0.385 0.424
H4 -1.264 0.199 2.096
H5 0.077 2.359 -0.316

The value obtained for the energy relative to the best compared isomer or geometry (same formula, charge and spin) is 2.959 eV. The electronic energy is -19609.5523 eV. The value obtained for the frontier orbital gap is 9.779 eV. The calculation puts the LUMO energy at -1.2021 eV. Its maximum force is 4.3 eV Å⁻¹.

Atom charges from the Löwdin analysis, given in e for atoms 1 to 6: -0.13 -0.07 -0.10 0.09 -0.41 -0.43

Q: What is the energy relative to the best compared isomer or geometry (same formula, charge and spin) in the first record?
A: 2.959 eV

Q: The highest electronic energy belongs to which entry?
A: C3H5NO2S